<i>
21
Properties=species:S:1:pos:R:3 method="wB97M-V/def2-TZVPD" lumo_ev=0.0 gap_ha=0.297 e_homo_ev=-8.1
C -0.14062 1.96231 0.92753
C 0.49302 -1.45565 -0.54889
C -0.16706 -1.66495 -1.68320
C -0.59387 2.49069 -0.33828
C 0.11452 0.62542 1.06216
C 0.55072 0.06672 -0.25731
C -0.84369 -0.46878 -2.15596
C 0.94676 -0.90530 2.65687
N -0.80286 1.77526 -1.37870
N -0.32811 0.56991 -1.30739
O 0.03229 0.03952 2.18662
Br -0.71293 -0.06067 -4.12555
Br -2.95989 -0.76843 -2.05241
H -0.52850 2.52736 1.65903
H 1.09898 -2.33662 -0.05710
H -0.50390 -2.61334 -2.09801
H -0.82424 3.54858 -0.56781
H 1.66759 0.19247 -0.33239
H 0.63380 -1.95521 2.40905
H 0.93522 -0.84085 3.66943
H 1.93278 -0.72842 2.33233

<ii>
21
Properties=species:S:1:pos:R:3 method="wB97M-V/def2-TZVPD" lumo_ev="-1.0 / 0.5" gap_ha="0.226 / 0.306" e_homo_ev="-7.1 / -7.9"
C -0.73651 0.99086 -1.36253
C -0.06684 0.14439 2.09579
C -1.61870 2.05848 -1.11736
C -0.67003 0.68201 0.96432
C -0.34452 0.18671 -0.33915
C -0.40376 0.50931 3.50017
C -1.10345 1.83917 3.53650
C 0.81532 -1.42685 -1.69865
N -2.10824 2.25160 0.02375
N -1.47402 1.78255 1.07500
O 0.44819 -0.90000 -0.41411
Br -0.29197 3.44700 3.11126
Br -2.76091 1.98842 4.32525
H -0.68415 0.72306 -2.39251
H 0.78804 -0.36311 1.91592
H -2.14867 2.53639 -1.90491
H -0.99727 -0.30565 3.99122
H 0.45744 0.73138 4.03525
H 1.81246 -1.83821 -1.61757
H 0.68419 -0.47982 -2.26710
H 0.13498 -2.21936 -2.13443

Energy ordering: <i> at the bottom, the next structure 35.0 kcal/mol above.